{
  "formula": "C2H3N3S2",
  "method": "ωB97M-V/def2-TZVPD",
  "spin_multiplicity": 1,
  "e_above_lowest_kcal_mol": 48.5,
  "homo_ev": -8.9,
  "lumo_energy_ev": 0.4,
  "orbital_gap_ev": 9.287,
  "smiles": "Sc1nn[nH]c1S",
  "elements": ["S", "C", "N", "N", "N", "C", "S", "H", "H", "H"],
  "coordinates": [[2.081, 0.316, -0.787], [0.256, 0.480, -0.480], [-0.787, 0.891, -1.256], [-1.912, 0.415, -0.865], [-1.621, -0.341, 0.327], [-0.228, -0.427, 0.366], [0.633, -1.592, 1.355], [2.147, 1.763, -1.188], [-2.442, -0.678, 0.957], [1.872, -0.827, 1.571]],
  "lowdin_charge": [0.6650, -0.6793, -0.0216, 0.0000, 0.0016, -0.7788, 0.7290, -0.0382, 0.1911, -0.0689]
}



{
  "formula": "C5H8O",
  "method": "ωB97M-V/def2-TZVPD",
  "spin_multiplicity": 1,
  "e_above_lowest_kcal_mol": 27.0,
  "homo_ev": -9.5,
  "lumo_energy_ev": 1.0,
  "orbital_gap_ev": 10.504,
  "elements": ["C", "C", "C", "C", "O", "C", "H", "H", "H", "H", "H", "H", "H", "H"],
  "coordinates": [[1.637, 0.239, -0.119], [0.234, 0.221, 0.457], [-0.440, -1.175, 0.320], [-1.626, -0.340, -0.142], [-2.754, -0.371, 0.277], [-0.799, 0.887, -0.496], [1.522, -0.155, -1.138], [2.067, 1.241, -0.212], [2.340, -0.420, 0.398], [0.023, 0.585, 1.469], [-0.661, -1.730, 1.235], [0.112, -1.813, -0.380], [-1.275, 1.814, -0.169], [-0.380, 1.016, -1.501]],
  "lowdin_charge": [-0.0770, -0.3451, -0.0541, -0.4124, 0.0904, -0.0545, 0.0792, 0.0797, 0.0795, 0.1460, 0.1167, 0.1177, 0.1166, 0.1173]
}



{
  "formula": "CH2ClOP",
  "method": "ωB97M-V/def2-TZVPD",
  "spin_multiplicity": 1,
  "e_above_lowest_kcal_mol": 23.6,
  "homo_ev": -9.9,
  "lumo_energy_ev": 0.6,
  "orbital_gap_ev": 10.500,
  "smiles": "O=C(P)Cl",
  "elements": ["O", "C", "P", "Cl", "H", "H"],
  "coordinates": [[0.874, 1.740, 0.373], [0.707, 0.591, 0.146], [-1.036, -0.428, 0.574], [1.848, -0.491, -0.399], [-0.677, -1.376, -0.238], [-1.716, -0.037, -0.456]],
  "lowdin_charge": [-0.0238, -1.0996, 0.8306, 0.6867, -0.2063, -0.1877]
}



{
  "formula": "C21H35N2O6",
  "method": "ωB97M-V/def2-TZVPD",
  "spin_multiplicity": 1,
  "e_above_lowest_kcal_mol": 73.0,
  "homo_ev": -11.7,
  "lumo_energy_ev": -3.3,
  "charge": 1,
  "orbital_gap_ev": 8.422,
  "elements": ["C", "C", "C", "C", "C", "C", "C", "N", "C", "C", "N", "H", "H", "H", "H", "H", "H", "H", "H", "H", "H", "H", "H", "H", "H", "H", "H", "H", "O", "C", "O", "C", "C", "C", "H", "H", "H", "H", "H", "H", "O", "C", "O", "C", "C", "C", "H", "H", "H", "H", "H", "H", "O", "C", "O", "C", "C", "C", "H", "H", "H", "H", "H", "H"],
  "coordinates": [[-1.876, -3.923, -0.130], [-0.573, -3.209, -0.821], [-0.833, -2.727, -2.334], [-0.605, -1.159, -2.615], [0.653, -0.493, -1.864], [0.115, 0.762, -0.939], [-1.022, 0.251, 0.102], [-2.462, 0.187, -0.128], [-3.148, -0.375, 1.035], [-1.993, -0.649, 2.018], [-0.692, -0.255, 1.435], [-1.680, -5.039, 0.018], [-2.843, -3.752, -0.720], [-2.030, -3.462, 0.922], [0.230, -4.046, -0.876], [-0.243, -2.391, -0.096], [-0.266, -3.379, -3.108], [-1.957, -2.935, -2.551], [-1.591, -0.567, -2.461], [-0.391, -1.063, -3.753], [1.254, -1.197, -1.195], [1.386, -0.050, -2.633], [-0.356, 1.599, -1.587], [0.985, 1.221, -0.330], [-2.849, 0.512, -1.031], [-4.274, -0.535, 1.108], [-2.186, -1.119, 3.037], [0.251, -0.321, 1.868], [3.114, 0.565, 0.120], [3.803, 1.560, 0.154], [3.707, 2.580, -0.738], [4.739, 3.540, -0.473], [5.128, 3.318, 0.968], [4.906, 1.831, 1.140], [5.570, 3.358, -1.161], [4.356, 4.548, -0.642], [6.145, 3.639, 1.193], [4.449, 3.869, 1.625], [5.788, 1.251, 0.856], [4.593, 1.586, 2.155], [-7.190, -8.840, -0.971], [-6.507, -7.851, -0.925], [-6.596, -6.819, -1.812], [-5.570, -5.863, -1.533], [-5.190, -6.098, -0.090], [-5.411, -7.586, 0.071], [-4.734, -6.039, -2.217], [-5.954, -4.854, -1.696], [-4.173, -5.778, 0.145], [-5.876, -5.552, 0.567], [-4.527, -8.162, -0.211], [-5.730, -7.839, 1.082], [5.616, 6.047, 1.343], [4.566, 6.579, 1.605], [4.002, 6.582, 2.843], [2.713, 7.203, 2.776], [2.752, 8.067, 1.538], [3.671, 7.286, 0.624], [1.951, 6.420, 2.714], [2.542, 7.791, 3.680], [1.764, 8.253, 1.112], [3.205, 9.034, 1.775], [3.127, 6.543, 0.037], [4.246, 7.946, -0.026]],
  "lowdin_charge": [-0.1269, -0.2317, -0.1980, -0.2054, -0.1649, -0.0883, -0.1173, 0.0884, 0.0107, -0.0159, 0.1205, 0.0745, 0.0617, 0.0588, 0.1172, 0.0683, 0.1229, 0.1043, 0.0903, 0.1212, 0.1084, 0.1262, 0.1329, 0.0986, 0.1611, 0.1356, 0.1289, 0.1806, 0.0732, -0.4656, 0.0312, -0.1430, -0.1689, -0.0684, 0.1387, 0.1131, 0.1243, 0.1121, 0.1410, 0.1315, 0.1290, -0.4741, 0.0313, -0.1748, -0.1724, -0.0792, 0.1276, 0.1237, 0.0918, 0.1226, 0.1364, 0.1312, 0.1034, -0.4761, 0.0339, -0.1610, -0.1597, -0.0809, 0.1263, 0.1307, 0.1216, 0.1268, 0.1252, 0.1352]
}